No. 1
The following is a DFT calculation (ωB97M-V with the def2-TZVPD basis set) of a 2-piece molecular cluster, C9H6N2 overall at a distorted geometry.

Each line ends with the natural charge from an NBO analysis.
Element x y z (Å)
C -3.26 -1.56 -0.11  0.1616
H -0.05 -1.11 1.36  0.2414
H 1.78 -0.07 -1.91  0.2394
C -0.39 -0.06 -1.76  -0.0709
H -0.38 -0.68 -2.69  0.2306
C -4.38 1.03 0.05  0.0680
H -1.97 1.28 0.76  0.2853
N -4.16 -2.26 -0.13  -0.1613
N -5.17 1.85 0.19  -0.5000
C 0.00 -0.10 1.14  -0.4814
C -1.43 0.04 -0.94  -0.0880
H 0.06 0.49 2.14  0.2712
C -2.46 -0.46 -0.15  0.1473
C 0.94 0.09 -1.21  -0.2600
C -1.31 0.38 0.53  -0.2354
H 1.96 -0.35 0.67  0.2220
C 1.05 0.02 0.12  -0.0698

Values from the calculation:
ΔE to the lowest compared entry with this formula, charge and spin (eV): 7.2881
Energy (eV): -12401.9143

No. 2
The following is a DFT calculation (ωB97M-V with the def2-TZVPD basis set) of C9H6NO5Pt as an isolated structure at a distorted geometry.

Each line ends with the natural charge from an NBO analysis.
Element x y z (Å)
H 0.38 2.51 3.05  0.2793
O -1.19 3.49 1.16  -0.4961
C 1.65 0.76 2.84  -0.0841
C -0.81 2.57 0.49  0.7610
O -1.16 -0.36 -3.72  -0.2698
O -1.04 2.23 -0.73  -0.7029
C -1.59 -0.86 -2.77  0.6327
H -2.46 -2.68 -3.35  0.3045
N 0.51 0.54 0.38  -0.3923
C 1.76 -1.43 -0.33  0.7631
C 1.42 -0.34 0.76  0.1107
C 0.69 1.69 2.43  -0.1961
Pt -0.51 0.27 -1.43  1.1905
H -3.53 -1.55 -2.49  0.3077
H 2.79 -1.00 2.24  0.2799
C 0.16 1.55 1.17  0.1167
C 2.04 -0.27 1.99  -0.1951
H -2.33 -2.48 -1.58  0.2914
C -2.52 -1.98 -2.52  -0.7418
O 1.17 -1.17 -1.44  -0.7042
O 2.48 -2.32 0.02  -0.5080
H 2.09 0.84 3.82  0.2527

Values from the calculation:
Net charge: +1
Energy (eV): -24394.0397

No. 3
The following is a DFT calculation (ωB97M-V with the def2-TZVPD basis set) of an isolated molecule of C9H6O2 at a distorted geometry.

Each line ends with the natural charge from an NBO analysis.
Element x y z (Å)
C 1.96 -1.35 0.09  -0.2042
H -0.62 2.61 -0.05  0.2385
C 2.43 0.01 0.04  -0.1923
C -2.56 -0.47 -0.09  0.7243
C 1.45 1.06 -0.15  -0.1901
H 0.38 -2.68 -0.25  0.2349
O -3.72 -0.96 0.19  -0.5667
C 0.13 0.67 -0.05  -0.1618
C -1.08 1.56 -0.04  -0.1207
H 2.04 2.17 0.14  0.2376
H 2.91 -1.81 0.24  0.2331
H -3.44 1.50 0.33  0.2701
C -2.33 1.02 -0.16  -0.3376
H 3.39 0.33 0.11  0.2024
C 0.70 -1.66 -0.13  -0.2184
O -1.43 -1.30 -0.28  -0.4543
C -0.24 -0.71 0.05  0.3050

Values from the calculation:
ΔE to the lowest compared entry with this formula, charge and spin (eV): 3.7418
Structure (SMILES): O=c1ccc2ccccc2o1
Energy (eV): -13521.1559

No. 4
The following is a DFT calculation (ωB97M-V with the def2-TZVPD basis set) of a 29-piece molecular cluster, C9H71ClO30 overall at a distorted geometry.

Each line ends with the Löwdin charge.
Element x y z (Å)
O 6.10 -0.05 -4.73  -0.0553
H -0.52 0.59 -2.01  0.0205
H 4.67 -4.31 -3.48  -0.0360
O -8.24 -2.83 -2.93  -0.0449
H -1.43 -0.23 -4.45  0.0162
H -9.07 -2.43 -3.24  0.0560
C 2.61 -2.35 -1.75  -0.6185
H 1.34 2.80 -2.04  -0.0050
H -2.40 -2.62 -5.29  0.0097
C 1.19 -2.07 -1.06  -0.1703
H -2.87 1.16 5.00  0.0461
H -2.61 3.80 2.22  0.0302
H -3.55 -2.30 -0.33  0.0402
H 1.71 0.57 2.24  0.0620
H -6.66 -1.69 -2.24  0.0226
H -1.72 -0.21 -1.53  0.0086
H -0.96 4.77 6.13  0.0508
H -6.69 3.66 -2.62  0.0414
H -2.11 4.49 5.18  0.0113
H 2.73 -2.13 1.83  0.1114
O -2.65 3.44 1.33  -0.0530
H -0.91 -5.51 -2.45  0.0395
H 0.25 -6.19 5.68  0.0304
H -7.11 -0.84 -1.06  0.0648
H 2.02 -0.40 4.70  0.0460
H -5.79 1.70 -0.64  0.0156
H 2.37 3.03 -3.14  0.0145
O -5.54 -3.60 0.92  -0.0531
H 4.50 -1.14 -2.25  0.0665
O 3.41 -0.02 -3.90  -0.0747
O -0.29 -1.37 2.39  -0.0160
H -5.99 -3.03 0.29  0.0044
H 1.69 -3.62 1.23  0.1203
H -4.12 -1.01 -0.91  0.0045
H 4.34 -1.56 -0.49  0.0813
H 3.92 3.46 0.77  0.0416
O 3.69 2.94 -0.01  -0.0610
H -1.66 1.96 4.55  0.0175
H 1.40 2.20 1.49  0.0784
H 2.59 0.68 3.82  0.0198
H 5.01 -2.68 3.94  0.0548
H 6.74 1.07 4.62  0.0485
H 3.51 0.94 -3.80  0.0106
O -2.97 -3.30 -4.92  -0.0641
O -6.35 -1.34 -1.40  -0.0526
Cl 3.23 -4.04 -1.27  0.5724
H 3.94 -0.23 -4.67  0.0334
O -1.18 4.26 5.34  -0.0595
H 0.48 -1.42 -1.68  0.1153
C 0.90 1.37 2.12  -0.0667
H -0.33 -4.41 -3.33  0.0406
H 0.56 1.74 3.13  0.0601
H 8.09 3.72 2.20  0.0298
H -1.25 0.94 1.74  0.1092
H -5.55 0.24 -0.31  -0.0207
C -0.25 0.72 1.21  -0.1472
H -0.28 1.22 0.19  0.0830
O -6.79 2.70 -2.69  -0.0620
C 1.26 -1.45 0.40  -0.2182
C 1.71 -2.52 1.52  -0.0173
H 0.68 3.13 5.12  -0.0026
H 6.06 0.09 3.67  0.0151
H -8.50 -3.72 -2.66  0.0569
H -5.75 -4.49 0.61  0.0380
O -5.93 0.62 -4.69  -0.0433
O -0.57 -6.10 5.19  -0.0657
O -3.30 -1.41 -0.61  -0.0446
O -5.34 1.13 -0.01  -0.0471
H 5.70 -4.05 -4.57  0.0298
H 1.87 -0.48 0.37  0.1260
O 0.41 -3.18 3.66  0.0558
H -5.71 0.81 -5.61  0.0494
H -4.84 5.38 6.01  0.0474
H 2.02 2.40 5.06  0.0001
O -2.62 1.91 4.45  -0.0542
H -6.25 2.47 -3.46  0.0103
H 0.68 -3.10 -0.95  0.0948
H 3.67 -1.95 4.00  0.0198
H 3.31 -0.23 -1.19  0.0783
H -3.82 6.51 6.12  0.0451
O -4.01 5.70 5.63  -0.0470
H 4.65 3.94 -4.15  0.0568
O 6.86 0.62 3.78  -0.0545
O -0.97 -0.68 -5.18  -0.0601
O 2.38 0.49 4.74  -0.0495
H 2.77 3.16 -0.17  0.0124
H 7.51 2.62 3.08  -0.0053
H 5.64 0.39 -4.00  0.0116
O 1.80 2.35 -2.76  -0.0584
O -0.54 -4.62 -2.41  -0.0622
H 6.67 0.64 -5.09  0.0459
O 7.88 3.52 3.12  -0.0684
O 1.58 3.23 4.79  -0.0751
C 0.58 -2.45 2.67  -0.3630
C -0.13 -0.87 1.01  -0.2200
H -1.16 3.62 -0.72  0.0476
H -1.05 -1.29 0.46  0.1409
O 4.47 3.24 -3.51  -0.0397
H -6.29 -0.27 -4.71  0.0388
O 5.13 -4.74 -4.21  -0.0747
H 2.44 -2.31 -2.88  0.1074
H -0.71 2.77 -1.90  0.0308
C 3.73 -1.27 -1.42  -0.1495
O -0.40 3.12 -1.06  -0.0650
H -0.39 -5.39 4.56  0.0068
O 4.57 -1.86 3.67  -0.0477
H 5.29 3.16 -3.01  0.0572
H -2.96 2.53 1.45  0.0278
O -1.48 0.53 -2.10  -0.0530
H -0.40 0.00 -5.55  0.0405
H -3.43 -2.86 -4.20  0.0255

Values from the calculation:
Energy (eV): -84432.7397

No. 5
The following is a DFT calculation (ωB97M-V with the def2-TZVPD basis set) of a 28-piece molecular cluster, C9H72NO28 overall at a distorted geometry.

Each line ends with the Löwdin spin population.
Element x y z (Å)
H -11.57 19.43 -23.13  0.0045
H -19.63 20.35 -27.87  0.0000
C -17.92 21.91 -25.56  0.0003
H -13.28 17.33 -26.82  0.0455
C -15.93 17.64 -24.44  0.0045
H -15.64 22.88 -24.80  0.0008
H -15.09 21.81 -23.72  0.0005
H -19.27 19.36 -25.74  0.0000
H -17.59 19.38 -26.76  0.0001
H -13.43 20.44 -22.27  0.0010
H -16.65 25.76 -22.87  0.0002
O -19.60 16.78 -24.58  0.0002
H -15.50 16.88 -25.09  0.0044
H -16.28 18.27 -27.24  0.0050
H -15.33 21.20 -26.70  0.0034
O -11.56 20.82 -27.62  0.1783
O -17.56 21.87 -18.89  0.0002
H -17.79 14.51 -23.95  0.0002
H -17.70 15.02 -22.53  0.0001
H -18.44 14.90 -26.64  0.0003
C -14.84 19.56 -25.43  0.0162
H -19.79 26.31 -25.66  0.0000
H -18.10 23.11 -30.01  0.0001
O -17.97 15.19 -25.86  0.0021
O -20.08 19.44 -26.25  0.0001
H -12.18 20.93 -21.57  0.0018
H -13.40 22.96 -22.22  0.0006
O -14.96 25.76 -23.87  0.0028
H -20.17 19.77 -23.76  0.0000
H -21.14 20.58 -22.94  0.0000
H -14.38 23.91 -21.56  0.0005
H -17.67 17.70 -26.33  0.0003
H -14.09 22.51 -27.71  0.0063
H -17.57 23.04 -23.11  0.0001
H -11.21 21.68 -27.41  0.0445
C -17.14 21.29 -24.37  0.0003
O -12.66 21.01 -22.38  0.0159
O -18.06 22.87 -29.09  0.0032
O -17.18 14.59 -23.22  0.0009
O -18.42 19.92 -20.69  0.0001
H -17.82 22.98 -25.74  0.0001
H -18.90 16.26 -24.97  0.0001
O -17.65 17.23 -21.54  0.0004
O -13.27 16.32 -23.21  0.0163
H -18.55 25.46 -25.71  0.0001
H -14.30 15.00 -23.58  0.0017
H -20.51 23.75 -26.75  0.0000
H -12.51 16.25 -26.09  0.0393
O -13.59 23.89 -22.11  0.0033
C -16.27 18.93 -25.16  0.0020
H -16.63 25.41 -26.83  0.0007
H -17.62 21.45 -26.51  0.0002
H -20.66 22.29 -26.36  0.0000
H -15.24 17.80 -23.61  0.0015
H -18.97 21.66 -25.38  0.0000
H -14.37 19.15 -26.33  0.0132
H -16.27 25.50 -25.36  0.0001
H -17.05 14.97 -26.05  0.0009
C -15.70 21.81 -24.63  0.0017
O -21.27 20.48 -21.09  0.0000
H -17.90 23.70 -28.63  0.0003
C -16.98 18.53 -26.45  0.0041
O -17.40 26.13 -22.41  0.0004
H -19.03 19.19 -20.59  0.0000
H -18.07 21.59 -18.13  0.0000
H -14.84 14.96 -27.37  0.0120
O -20.57 22.87 -27.12  0.0002
H -15.30 20.43 -21.02  0.0004
H -16.96 21.53 -22.31  0.0001
H -15.60 14.22 -23.70  0.0004
O -19.40 20.64 -28.76  0.0005
H -18.12 25.53 -22.62  0.0001
H -18.95 21.47 -28.63  0.0000
H -14.29 25.11 -23.66  0.0004
H -15.50 19.74 -22.35  0.0004
H -19.29 17.68 -24.65  0.0000
H -13.38 16.54 -24.13  0.0065
O -18.31 19.11 -23.74  0.0003
O -16.92 25.79 -26.00  0.0015
O -13.19 16.91 -25.96  0.1528
H -18.21 17.65 -22.20  0.0000
O -21.04 20.16 -23.79  0.0000
O -11.19 18.57 -23.30  0.0547
H -21.21 19.69 -20.55  0.0000
H -10.99 20.21 -27.16  0.0863
O -14.10 23.38 -28.10  0.0297
H -15.02 14.81 -25.88  0.0034
H -16.85 17.01 -22.00  0.0003
H -17.83 21.27 -19.59  0.0000
H -18.10 19.84 -21.59  0.0001
H -14.62 26.21 -24.65  0.0005
H -12.80 20.40 -28.49  0.0152
H -20.76 19.61 -25.60  0.0000
C -17.63 21.96 -23.05  0.0002
H -14.14 19.53 -24.60  0.0054
O -13.55 20.16 -29.04  0.0645
O -14.86 19.86 -21.65  0.0038
H -13.54 23.30 -28.88  0.0077
O -14.65 14.14 -23.82  0.0053
H -12.43 16.70 -22.96  0.0041
N -17.09 19.80 -24.27  0.0006
H -13.65 19.22 -28.90  0.0283
H -16.79 17.10 -24.02  0.0003
H -11.17 18.49 -24.26  0.0324
H -18.67 21.71 -22.80  0.0000
O -19.50 25.40 -25.64  0.0002
H -20.60 21.07 -20.74  0.0000
H -13.85 21.44 -25.91  0.0138
O -15.45 14.63 -26.71  0.0226
C -14.85 21.05 -25.74  0.0128

Values from the calculation:
Net charge: -2
2S+1: 2
Energy (eV): -69322.8786
⟨S²⟩: 0.7505

No. 6
The following is a DFT calculation (ωB97M-V with the def2-TZVPD basis set) of an isolated molecule of C9H7Br2NOS at a distorted geometry.

Each line ends with the natural charge from an NBO analysis.
Element x y z (Å)
N -0.11 0.36 0.26  -0.7967
Br -4.31 -3.99 0.28  0.0352
H -3.76 -1.50 -1.43  0.2371
S 1.54 0.44 0.72  1.3855
C -3.00 -2.57 0.27  -0.0830
H -0.21 -1.65 1.91  0.2255
C -2.00 -2.57 1.20  -0.2008
H -0.22 1.10 -0.40  0.4002
C 2.07 1.64 -0.64  -0.8006
H -2.04 -3.40 1.89  0.2323
C -2.14 -0.61 -0.67  -0.1590
H 2.77 2.19 -0.12  0.2439
O 1.70 1.19 1.97  -0.9379
C -1.01 -1.68 1.14  -0.2468
H 1.27 2.09 -1.15  0.2232
C -0.98 -0.63 0.17  0.2196
C -3.06 -1.60 -0.62  -0.1937
H 2.80 1.05 -1.24  0.2365
C -2.78 1.35 -2.26  -0.1660
Br -3.31 2.51 -3.52  0.2030
C -2.32 0.41 -1.66  -0.0574

Values from the calculation:
ΔE to the lowest compared entry with this formula, charge and spin (eV): 0.0000
Energy (eV): -163900.3966

No. 7
The following is a DFT calculation (ωB97M-V with the def2-TZVPD basis set) of a 2-piece molecular cluster, C9H7BrO2 overall at a distorted geometry.

Each line ends with the natural charge from an NBO analysis.
Element x y z (Å)
C -0.96 2.60 -0.92  -0.2349
H 1.15 1.99 1.77  0.2352
H -1.87 1.04 -2.31  0.2297
H 1.57 -2.49 -0.42  0.4876
Br 3.90 -2.44 0.82  -0.0189
C -0.75 0.18 -0.77  -0.2186
C 0.43 1.66 0.96  -0.2145
C 0.42 -0.91 0.92  -0.2270
O 0.65 -2.91 -0.33  -0.7062
C -0.10 2.72 0.22  -0.1665
C -0.20 -1.89 -0.03  0.3674
C -0.71 -1.04 -1.14  0.1936
C -1.28 1.38 -1.40  -0.1380
H -0.92 -3.45 0.78  0.4793
O -1.37 -2.62 0.56  -0.7018
C 0.09 0.35 0.46  -0.0131
H 0.19 3.64 0.49  0.1989
H -1.33 3.54 -1.32  0.2231
H 1.09 -1.34 1.65  0.2245

Values from the calculation:
ΔE to the lowest compared entry with this formula, charge and spin (eV): 6.1772
Energy (eV): -83577.3253

No. 8
The following is a DFT calculation (ωB97M-V with the def2-TZVPD basis set) of an isolated ion of composition C9H7Cl2O3S2 and charge -1 at a distorted geometry.

Each line ends with the natural charge from an NBO analysis.
Element x y z (Å)
C -0.50 1.43 -0.79  -0.0087
O 3.14 1.03 1.01  -0.5036
C -2.75 2.13 -1.13  -0.0801
O -1.82 1.04 -0.84  -0.5123
S 0.61 0.13 -0.94  0.0834
H -2.53 2.61 -2.10  0.1885
C 3.22 -2.59 0.87  -0.1740
C 3.66 -1.31 0.89  -0.1572
C 0.87 -1.82 1.01  -0.3261
H -4.87 2.26 -1.30  0.1982
Cl 5.33 -0.97 0.74  0.0072
H 0.68 0.27 1.49  0.2427
H -4.19 0.82 -2.10  0.2079
H -4.35 0.87 -0.33  0.2165
C 1.79 -2.94 1.00  0.4043
Cl -0.78 -2.19 0.94  -0.0073
H 3.93 -3.40 0.83  0.2230
C 1.29 -0.44 0.93  -0.2937
C 2.76 -0.13 0.96  0.5076
S -0.05 3.00 -0.70  -0.1401
O 1.42 -4.12 1.07  -0.6510
H -2.74 2.87 -0.31  0.1968
C -4.11 1.46 -1.21  -0.6220

Values from the calculation:
Net charge: -1
Structure (SMILES): CCOC(=S)S[C@@H]1C(=O)C(Cl)=CC([O-])=C1Cl
Energy (eV): -62304.3098

- energy of number 1 (C9H6N2)?
  -12401.9143 eV

- Among the records above, which one has the lowest energy?
  C9H7Br2NOS

- The lowest energy belongs to which entry?
  C9H7Br2NOS